{"formula": "C36H31N9O2STi", "method": "ωB97M-V/def2-TZVPD", "energy_ev": -89292.45421, "e_lumo_ev": [4.32, 4.29], "multiplicity": 3, "homo_ev": [-0.10, -0.42], "total_charge": -2, "homo_lumo_gap_ha": [0.1625, 0.1732], "elements": ["Ti", "N", "C", "S", "N", "N", "C", "C", "C", "C", "C", "C", "C", "C", "C", "C", "C", "C", "N", "H", "H", "H", "H", "H", "H", "H", "H", "H", "H", "H", "N", "C", "C", "N", "C", "C", "N", "C", "C", "N", "H", "H", "H", "H", "H", "H", "N", "C", "C", "O", "O", "H", "H", "H", "H", "C", "C", "C", "C", "C", "C", "C", "C", "C", "C", "C", "C", "C", "C", "C", "H", "H", "H", "H", "H", "H", "H", "H", "H", "H"], "xyz": [[1.18834, -0.30239, -0.74526], [3.98144, 3.12151, -2.14546], [3.78494, 1.79881, -1.72826], [4.28754, 0.59881, -2.80816], [3.35374, 1.66251, -0.50616], [2.93534, 0.46491, -0.06376], [3.23194, 0.08201, 1.19004], [4.10114, 0.88231, 2.05674], [5.17474, 0.34431, 2.77654], [5.97974, 1.15191, 3.55814], [5.76425, 2.52111, 3.61374], [4.72494, 3.07191, 2.87704], [3.89404, 2.26641, 2.12854], [2.64884, -1.14919, 1.56814], [2.86614, -1.81879, 2.79724], [2.41214, -3.09539, 2.96894], [1.67824, -3.70509, 1.92584], [1.36704, -2.95219, 0.81774], [1.80224, -1.70749, 0.62044], [4.06944, 3.16691, -3.15226], [3.31574, 3.77411, -1.75306], [5.40004, -0.71049, 2.69124], [6.79484, 0.71101, 4.12314], [6.40844, 3.15451, 4.21214], [4.56535, 4.14241, 2.89404], [3.07194, 2.69481, 1.57834], [3.39044, -1.30309, 3.59014], [2.61024, -3.63669, 3.88604], [1.33294, -4.72309, 2.02074], [0.74294, -3.36629, 0.02774], [-0.45516, 3.25631, 0.84244], [-0.41495, 2.63561, 2.09804], [0.21825, 1.44261, 1.95044], [0.54644, 1.22971, 0.65054], [0.11164, 2.32111, -0.03246], [0.32715, 2.36381, -1.40106], [0.88754, 1.28011, -2.00346], [1.03944, 1.60311, -3.31496], [0.58144, 2.85871, -3.55296], [0.05475, 3.34221, -2.35306], [-1.25895, 3.80471, 0.57264], [-0.81206, 3.12731, 2.96264], [0.47114, 0.72271, 2.71174], [1.48794, 0.91541, -4.00876], [0.53214, 3.43891, -4.45416], [-0.07316, 4.31811, -2.14196], [-0.93216, -0.51379, -3.50846], [-0.34946, -1.78729, -3.89666], [0.88234, -2.23109, -3.05806], [1.34834, -3.33489, -3.31196], [1.31594, -1.43849, -2.16276], [-0.82296, -0.38989, -2.49346], [-1.93045, -0.51949, -3.68946], [-0.02116, -1.72229, -4.94386], [-1.06236, -2.62539, -3.84616], [-0.75805, -0.75329, -0.36296], [-1.96645, -0.88389, -0.20936], [-3.36725, -1.06519, -0.10476], [-4.08076, -0.11329, 0.69244], [-5.43886, 0.23261, 0.51074], [-6.06725, 1.14621, 1.32824], [-5.37666, 1.78281, 2.35154], [-4.02636, 1.49431, 2.52344], [-3.39196, 0.58591, 1.71244], [-3.93245, -2.20319, -0.75586], [-3.13325, -2.96839, -1.63936], [-3.59146, -4.11569, -2.23606], [-4.87835, -4.58599, -1.98916], [-5.68176, -3.86449, -1.11506], [-5.22756, -2.71409, -0.50796], [-5.98896, -0.19389, -0.31746], [-7.11386, 1.38321, 1.15854], [-5.87846, 2.49441, 2.99684], [-3.47236, 1.98661, 3.31614], [-2.34026, 0.37221, 1.85904], [-2.11976, -2.63589, -1.81286], [-2.93926, -4.66799, -2.90306], [-5.23195, -5.50389, -2.44766], [-6.68516, -4.22329, -0.89986], [-5.86256, -2.22409, 0.21704]], "atomic_forces_ev_per_a": [[-0.8, 0.1, -0.2], [-0.1, 0.1, 0.1], [0.5, -0.2, 0.1], [0.1, -0.6, -0.4], [0.1, 1.4, 0.3], [0.9, -0.6, 0.4], [0.1, -0.1, -0.4], [0.4, 0.3, 0.2], [-0.3, -0.1, -0.3], [0.2, 0.1, 0.3], [0.1, -0.1, 0.0], [0.1, 0.1, 0.2], [-0.2, -0.2, 0.1], [-0.1, 0.0, 0.0], [0.0, 0.0, 0.2], [-0.1, 0.1, -0.2], [0.0, 0.1, 0.0], [-0.2, -0.7, -0.1], [0.8, 0.0, 1.2], [-0.1, 0.0, 0.2], [0.0, 0.0, 0.0], [0.0, 0.0, 0.0], [0.0, 0.0, -0.1], [0.0, 0.0, 0.0], [-0.1, 0.0, 0.0], [0.0, 0.0, -0.1], [0.1, 0.0, 0.0], [0.0, 0.1, 0.0], [-0.1, 0.0, -0.1], [0.0, 0.2, 0.1], [0.3, -0.6, -0.4], [0.1, -0.1, 0.0], [-0.2, 0.2, 0.5], [-0.4, 1.3, -0.8], [-0.2, -0.1, 1.0], [-0.1, 0.3, -0.9], [-0.6, 0.9, 0.7], [0.1, 0.6, -0.9], [0.1, -0.3, 0.1], [0.2, -0.3, 0.6], [0.1, -0.1, 0.0], [-0.1, 0.0, 0.2], [0.0, 0.0, 0.0], [0.0, 0.0, 0.0], [0.0, 0.0, -0.1], [0.1, -0.1, 0.0], [-0.1, 0.0, 0.2], [0.1, 0.0, 0.1], [-1.0, -1.5, -1.8], [0.0, 0.5, 0.3], [0.6, -0.1, -0.2], [-0.3, 0.0, -0.4], [0.1, -0.1, 0.1], [0.1, -0.2, 0.2], [0.2, 0.0, 0.0], [0.3, -0.1, 0.0], [-0.9, -0.2, 0.1], [0.7, 0.2, -0.1], [-0.1, 0.2, 0.2], [0.1, -0.2, -0.2], [-0.1, 0.2, 0.2], [-0.2, 0.2, 0.2], [-0.1, 0.2, 0.1], [0.1, -0.1, 0.0], [-0.1, -0.3, -0.1], [0.1, 0.1, 0.0], [-0.1, -0.2, -0.1], [-0.1, -0.2, -0.1], [-0.1, -0.3, -0.2], [0.0, 0.3, 0.1], [0.0, -0.1, 0.0], [0.0, 0.0, 0.0], [0.0, 0.0, 0.0], [0.1, 0.0, 0.0], [0.0, 0.0, 0.0], [0.0, 0.0, 0.0], [0.1, 0.0, 0.0], [0.0, 0.1, 0.0], [0.0, 0.0, 0.1], [0.0, 0.0, 0.0]]}

***

{"formula": "C36H32BF2N3O4S2Tl", "method": "ωB97M-V/def2-TZVPD", "energy_ev": -82992.29015, "e_lumo_ev": 2.11, "homo_ev": -3.34, "total_charge": -1, "homo_lumo_gap_ha": 0.2002, "elements": ["Tl", "C", "C", "C", "C", "C", "C", "N", "C", "C", "C", "C", "C", "N", "C", "C", "C", "C", "C", "C", "N", "H", "H", "H", "H", "H", "H", "H", "H", "H", "H", "H", "H", "H", "H", "H", "C", "C", "C", "C", "C", "C", "C", "S", "O", "O", "O", "H", "H", "H", "H", "H", "H", "H", "O", "S", "C", "C", "C", "C", "C", "C", "C", "C", "C", "C", "C", "C", "H", "H", "H", "H", "H", "H", "H", "H", "H", "H", "F", "B", "F"], "xyz": [[-0.44028, -0.28615, 0.89165], [-0.14007, 1.71131, -2.39568], [-0.32643, 2.66956, -1.25980], [0.47276, 3.80383, -1.13868], [0.22113, 4.69245, -0.11335], [-0.80418, 4.41951, 0.77843], [-1.51559, 3.23982, 0.61673], [-1.29284, 2.38817, -0.38340], [-2.53176, 2.84880, 1.63395], [-3.42619, 3.78879, 2.14137], [-4.29643, 3.40084, 3.14296], [-4.20682, 2.11409, 3.64371], [-3.26592, 1.24651, 3.09254], [-2.48979, 1.59476, 2.07096], [-3.03460, -0.10341, 3.68830], [-3.25206, -0.31498, 5.04520], [-2.96497, -1.56235, 5.57360], [-2.46652, -2.54555, 4.74144], [-2.26528, -2.25198, 3.39404], [-1.66279, -3.26242, 2.46310], [-2.55813, -1.05495, 2.88714], [-0.85970, 1.92906, -3.18977], [0.87039, 1.77089, -2.79288], [-0.31758, 0.69142, -2.05734], [1.30260, 3.94658, -1.81648], [0.84533, 5.56719, 0.01929], [-0.99421, 5.06254, 1.62714], [-3.44132, 4.79292, 1.73977], [-5.02690, 4.09536, 3.53876], [-4.85902, 1.78294, 4.43964], [-3.59328, 0.48850, 5.68185], [-3.10860, -1.75555, 6.62936], [-2.21272, -3.52584, 5.12288], [-1.92967, -4.27765, 2.75883], [-1.97319, -3.08600, 1.43539], [-0.57224, -3.18039, 2.49582], [6.42601, 3.83555, 0.52195], [5.19014, 3.00397, 0.71358], [5.21070, 1.66521, 0.72052], [4.01063, 0.82662, 0.83382], [2.67602, 1.58696, 1.25541], [2.81865, 3.04884, 1.34521], [3.93934, 3.70311, 1.02049], [1.77944, 0.94208, 2.63648], [2.43907, 1.32743, 3.86546], [1.68625, -0.52008, 2.43503], [0.41548, 1.52926, 2.49641], [7.30374, 3.20570, 0.36778], [6.61508, 4.47748, 1.38884], [6.32916, 4.49618, -0.34637], [6.16758, 1.15548, 0.62949], [4.13567, -0.12056, 1.35234], [1.95854, 3.59224, 1.72018], [3.96657, 4.78745, 1.09157], [-1.27267, -3.07935, -0.90003], [-1.79996, -2.91544, -2.27912], [-0.49789, -2.09571, -3.21654], [0.68167, -1.80447, -2.55627], [1.67710, -1.10796, -3.23190], [1.48154, -0.72326, -4.54847], [0.28525, -1.01440, -5.19711], [-0.71771, -1.69490, -4.52770], [-1.64850, -4.52588, -3.06987], [-0.82881, -5.47470, -2.48311], [-0.70737, -6.72042, -3.08064], [-1.40406, -7.00665, -4.24759], [-2.23446, -6.05117, -4.81757], [-2.36621, -4.80491, -4.22219], [0.80783, -2.07306, -1.51692], [2.57463, -0.82976, -2.69729], [2.25163, -0.16504, -5.06566], [0.12776, -0.69296, -6.21907], [-1.66157, -1.90213, -5.01898], [-0.30669, -5.22118, -1.56881], [-0.06718, -7.47054, -2.63435], [-1.30626, -7.98069, -4.70967], [-2.78719, -6.27942, -5.71982], [-3.02753, -4.05908, -4.64741], [2.09233, -0.29020, -0.51690], [2.81702, 0.88324, -0.18485], [2.88616, 1.71849, -1.31685]], "atomic_forces_ev_per_a": [[-0.1, 0.1, 0.0], [0.0, 0.0, 0.0], [0.0, 0.0, 0.0], [0.0, 0.0, 0.0], [0.0, 0.0, 0.0], [0.0, 0.0, 0.0], [0.0, 0.0, 0.0], [0.0, 0.0, 0.0], [0.0, 0.0, 0.0], [0.0, 0.0, 0.0], [0.0, 0.0, 0.0], [0.0, 0.0, 0.0], [-0.1, 0.0, 0.0], [0.0, -0.1, 0.1], [0.0, 0.0, 0.0], [0.0, 0.0, 0.0], [0.0, 0.0, 0.0], [0.0, 0.0, 0.0], [0.0, 0.0, 0.0], [0.0, 0.0, 0.0], [0.0, 0.0, 0.0], [0.0, 0.0, 0.0], [0.0, 0.0, 0.0], [0.0, 0.0, 0.0], [0.0, 0.0, 0.0], [0.0, 0.0, 0.0], [0.0, 0.0, 0.0], [0.0, 0.0, 0.0], [0.0, 0.0, 0.0], [0.0, 0.0, 0.0], [0.0, 0.0, 0.0], [0.0, 0.0, 0.0], [0.0, 0.0, 0.0], [0.0, 0.0, 0.0], [0.0, 0.0, 0.0], [0.0, 0.0, 0.0], [0.0, 0.0, 0.0], [0.0, 0.0, 0.0], [0.0, 0.0, 0.0], [0.0, -0.1, 0.0], [0.1, 0.1, 0.1], [0.0, 0.0, 0.0], [0.0, 0.0, 0.0], [-0.1, -0.1, 0.0], [0.0, 0.0, 0.0], [0.0, 0.0, 0.0], [0.1, 0.0, 0.0], [0.0, 0.0, 0.0], [0.0, 0.0, 0.0], [0.0, 0.0, 0.0], [0.0, 0.0, 0.0], [0.0, 0.0, 0.0], [0.0, 0.0, 0.0], [0.0, 0.0, 0.0], [-0.1, -0.1, 0.0], [0.1, 0.1, -0.1], [0.0, 0.0, 0.1], [0.0, 0.0, -0.1], [0.1, 0.0, -0.1], [0.0, 0.0, 0.0], [0.0, 0.0, 0.0], [0.0, 0.0, 0.0], [0.0, 0.0, 0.0], [0.0, 0.0, 0.0], [0.0, 0.0, 0.0], [0.0, 0.0, 0.0], [0.0, 0.0, 0.0], [0.0, 0.0, 0.0], [0.0, 0.0, 0.0], [0.0, 0.0, 0.0], [0.0, 0.0, 0.0], [0.0, 0.0, 0.0], [0.0, 0.0, 0.0], [0.0, 0.0, 0.0], [0.0, 0.0, 0.0], [0.0, 0.0, 0.0], [0.0, 0.0, 0.0], [0.0, 0.0, 0.0], [0.0, 0.0, 0.2], [0.0, 0.1, 0.0], [0.0, 0.0, 0.0]]}

***

Calculated values (kcal per mole) of ΔE to the lowest compared entry with this formula, charge and spin for the records, taken in order: 6.6, 16.9.